1.
Density functional theory data (ωB97M-V/def2-TZVPD) for C38H48BBrN10O3S3Tc as an isolated structure.

Calculated values
energy above the lowest of the compared OMol25 structures with the same formula, charge and spin = 0.00 kcal/mol
charge = +2
spin multiplicity = 4
HOMO energy (alpha / beta) = -12.29 / -12.33 eV
LUMO energy (alpha / beta) = -5.82 / -6.50 eV
gap between HOMO and LUMO (alpha / beta) = 6.465 / 5.833 eV

Last column: Löwdin charge in e.
Atoms and positions in Å:
Tc: 0.12407 0.18278 -0.82730  1.09
C: -0.69929 -1.52359 5.45238  -0.03
C: 0.01009 -0.59306 4.46847  -0.52
C: 1.02891 -1.39445 3.66674  -0.09
C: 0.74381 0.53785 5.19379  -0.02
N: -1.05729 0.05180 3.60859  0.03
C: -1.98372 0.89268 4.19539  -0.01
C: -2.80795 1.34309 3.22680  0.00
N: -2.40926 0.77069 2.04078  0.04
B: -3.11995 1.15225 0.71551  -0.55
N: -2.59607 2.50809 0.16926  0.02
C: -3.50985 3.43661 -0.27877  -0.02
C: -2.83341 4.53448 -0.67027  0.00
N: -1.48839 4.28551 -0.46495  0.03
C: -1.37228 3.03657 0.02975  -0.64
S: 0.11578 2.23911 0.47771  0.67
C: -0.39553 5.27825 -0.75757  -0.53
C: 0.52494 4.70081 -1.82913  -0.04
C: 0.34733 5.59665 0.53789  -0.03
C: -1.02506 6.56262 -1.29162  -0.04
N: -3.09206 -0.06683 -0.27214  -0.01
C: -3.89477 -1.13950 0.00118  -0.03
C: -4.15887 -1.76618 -1.17093  0.01
N: -3.50195 -1.07926 -2.16848  0.03
C: -2.84525 -0.04542 -1.58912  -0.58
S: -1.58830 0.95250 -2.27853  0.76
C: -3.53265 -1.43720 -3.63293  -0.53
C: -2.14540 -1.90615 -4.07242  -0.03
C: -4.53486 -2.56669 -3.83807  -0.04
C: -3.99046 -0.20003 -4.40328  -0.03
C: -1.34494 -0.00693 2.28899  -0.60
S: -0.55356 -1.02394 1.12174  0.80
H: 0.04451 -1.99380 6.09442  0.07
H: -1.23363 -2.31263 4.92158  0.09
H: -1.40410 -0.99050 6.08939  0.09
H: 1.75917 -1.76931 4.38466  0.09
H: 1.55334 -0.78330 2.93293  0.06
H: 0.59076 -2.26085 3.17109  0.05
H: 1.54610 0.10656 5.79134  0.10
H: 0.09808 1.09484 5.87026  0.08
H: 1.18369 1.23433 4.47824  0.10
H: -1.99397 1.08861 5.25063  0.13
H: -3.65460 2.00423 3.27851  0.14
H: -4.27306 1.35724 0.96225  0.13
H: -4.56709 3.24331 -0.26065  0.13
H: -3.20434 5.46595 -1.04930  0.12
H: 1.05231 3.82341 -1.45989  0.03
H: 1.25570 5.46326 -2.10434  0.10
H: -0.04440 4.42897 -2.71934  0.10
H: 0.85757 4.72709 0.94743  0.04
H: -0.34178 5.98656 1.28774  0.10
H: 1.09413 6.36464 0.33574  0.10
H: -1.55507 6.40386 -2.23121  0.10
H: -0.22077 7.27108 -1.48373  0.10
H: -1.69609 7.02264 -0.56650  0.10
H: -4.23656 -1.36592 0.99603  0.14
H: -4.76217 -2.63048 -1.37094  0.13
H: -1.79339 -2.71345 -3.42994  0.08
H: -1.41296 -1.10494 -4.05009  0.05
H: -2.21141 -2.28041 -5.09442  0.10
H: -4.24563 -3.47231 -3.30394  0.09
H: -4.55274 -2.80775 -4.89942  0.10
H: -5.54541 -2.27609 -3.54692  0.10
H: -3.29508 0.62971 -4.28590  0.05
H: -4.98114 0.11595 -4.07407  0.10
H: -4.04277 -0.43992 -5.46499  0.10
Br: 1.02534 -4.83656 5.29426  0.80
C: 2.19320 -4.87319 3.80726  -0.69
C: 1.69879 -5.27774 2.57629  -0.11
C: 2.55023 -5.33560 1.48945  -0.02
C: 3.89191 -4.99743 1.63942  -0.26
C: 4.39005 -4.63653 2.88556  -0.01
C: 3.53098 -4.54863 3.97447  -0.11
N: 4.84148 -5.16573 0.56751  0.11
N: 4.60564 -4.72186 -0.56589  0.10
C: 3.44782 -3.93309 -0.81513  -0.24
C: 2.49010 -4.39814 -1.68340  0.00
C: 1.34820 -3.64031 -1.99782  0.04
C: 1.19286 -2.38035 -1.47135  -0.33
O: 0.15205 -1.58041 -1.72809  -0.29
C: 2.20984 -1.87177 -0.63224  -0.16
N: 2.01319 -0.60440 -0.17639  -0.07
C: 2.93376 -0.03336 0.57626  -0.12
C: 4.12142 -0.68379 0.91420  -0.01
C: 4.33136 -1.96980 0.48259  0.05
C: 3.35306 -2.61426 -0.29898  -0.08
H: 0.66257 -5.56901 2.47526  0.11
H: 2.17905 -5.67982 0.53615  0.11
H: 5.44982 -4.45092 3.00505  0.12
H: 3.90638 -4.27035 4.94945  0.11
H: 2.61357 -5.38404 -2.11267  0.13
H: 0.59348 -4.03838 -2.66284  0.13
H: 2.73304 0.97363 0.92543  0.10
H: 4.85602 -0.16536 1.51312  0.12
H: 5.25342 -2.48106 0.72364  0.13
N: 3.28897 3.59281 -4.34338  0.03
C: 3.23386 2.53954 -3.33851  -0.13
C: 1.82956 1.95144 -3.29719  -0.53
O: 1.00569 2.42750 -4.18025  0.14
O: 1.52395 1.06622 -2.51337  -0.05
H: 4.00335 3.43749 -5.04062  0.10
H: 3.42871 4.51058 -3.94478  0.10
H: 1.54352 3.10448 -4.67724  0.12
H: 3.48090 2.87699 -2.33123  0.13
H: 3.91185 1.71752 -3.57012  0.14

=====

2.
Density functional theory data (ωB97M-V/def2-TZVPD) for one molecule with the formula C4H9N at a distorted geometry.

Calculated values
energy above the lowest of the compared OMol25 structures with the same formula, charge and spin = 32.22 kcal/mol
SMILES = C[C@H]1C[C@H]1N
HOMO energy = -9.09 eV
LUMO energy = 1.17 eV
gap between HOMO and LUMO = 10.262 eV

Last column: Löwdin charge in e.
Atoms and positions in Å:
C: 1.14063 0.23439 1.35864  -0.07
C: 0.53238 -0.68230 0.24551  -0.29
C: -0.96461 -1.08229 -0.03086  -0.07
C: -0.23736 -0.06785 -0.89702  -0.40
N: -0.51323 1.33253 -0.69685  0.01
H: 2.17631 0.41271 1.06751  0.06
H: 0.98842 -0.23768 2.37079  0.08
H: 0.50732 1.17214 1.33163  0.07
H: 1.17979 -1.38726 -0.24424  0.10
H: -1.07606 -2.09453 -0.52141  0.10
H: -1.72432 -0.77229 0.78825  0.13
H: -0.07773 -0.48987 -1.83093  0.10
H: 0.21352 1.99312 -1.07343  0.10
H: -1.42088 1.66425 -1.06788  0.08

=====

3.
Density functional theory data (ωB97M-V/def2-TZVPD) for a 6-piece molecular cluster, C30H47INO19 overall at a distorted geometry.

Calculated values
charge = -1
HOMO energy = -4.40 eV
LUMO energy = 1.16 eV
gap between HOMO and LUMO = 5.559 eV

Last column: Löwdin charge in e.
Atoms and positions in Å:
C: -1.34827 4.62266 -2.32757  0.03
C: -2.64029 4.82725 -3.07592  -0.54
O: -2.87947 5.83404 -3.66780  0.13
O: -3.49927 3.78222 -3.01614  -0.03
C: -4.72938 4.04976 -2.34871  -0.17
C: -4.60623 4.45850 -0.87726  -0.15
C: -4.82061 3.33500 0.16853  -0.19
C: -3.55790 2.92571 0.95696  -0.20
C: -3.07195 1.48754 0.75008  -0.20
C: -3.15336 0.94581 -0.69517  -0.18
C: -1.95023 0.03334 -1.05270  -0.16
C: -1.00149 0.64357 -2.09449  -0.23
N: -1.05912 -0.08445 -3.35223  -0.03
C: -0.62565 0.67910 -4.51592  -0.28
C: 0.64044 1.48773 -4.24300  -0.23
C: 1.28694 2.04647 -5.52374  -0.76
C: 1.34791 3.56471 -5.50335  -0.18
I: 3.25602 1.22829 -5.88367  0.78
C: -1.78868 1.49343 -5.15039  -0.67
O: -1.46004 2.38247 -5.97446  -0.06
O: -2.94308 1.15204 -4.81924  -0.05
H: -0.52836 4.43267 -3.01627  0.08
H: -1.16297 5.51904 -1.73922  0.09
H: -1.44475 3.78410 -1.64038  0.06
H: -5.28999 3.11667 -2.39895  0.12
H: -5.32098 4.78199 -2.90211  0.12
H: -3.65667 4.94726 -0.66034  0.10
H: -5.37959 5.20948 -0.70403  0.10
H: -5.53715 3.73076 0.89041  0.10
H: -5.29768 2.46766 -0.28719  0.10
H: -2.74754 3.63902 0.79449  0.10
H: -3.80551 3.00442 2.01907  0.09
H: -3.64402 0.80810 1.38719  0.11
H: -2.02322 1.45835 1.04803  0.06
H: -3.14397 1.79156 -1.38659  0.09
H: -4.09344 0.41715 -0.85063  0.11
H: -2.34552 -0.89385 -1.46915  0.10
H: -1.40833 -0.17498 -0.12994  0.08
H: -1.20476 1.71672 -2.19585  0.09
H: 0.01461 0.55652 -1.69399  0.11
H: -2.01101 -0.38336 -3.52347  0.09
H: -0.34534 -0.05888 -5.27954  0.14
H: 0.49752 2.30383 -3.53505  0.09
H: 1.34752 0.80548 -3.76337  0.08
H: 0.67387 1.75136 -6.36767  0.06
H: 1.75110 3.91240 -4.54965  0.07
H: 1.93290 3.96694 -6.32976  0.05
H: 0.32563 3.93283 -5.58852  0.07
C: -1.31412 2.15285 5.23970  -0.11
C: -0.03749 2.96207 5.32972  -0.11
O: 0.56929 2.70723 4.05951  0.06
C: -0.40269 2.33858 3.18776  -0.56
O: -0.23812 2.18998 2.02134  0.16
O: -1.57557 2.14270 3.83258  0.06
H: -2.13962 2.60084 5.78649  0.14
H: -1.18494 1.12550 5.57178  0.10
H: -0.22584 4.03335 5.42669  0.13
H: 0.61994 2.64254 6.13405  0.13
C: 2.80795 2.10261 -10.52767  -0.11
C: 3.87234 1.35906 -9.75047  -0.14
O: 4.94606 1.28550 -10.70314  0.05
C: 4.79213 2.29081 -11.59298  -0.58
O: 5.60102 2.60399 -12.40685  0.15
O: 3.59114 2.89323 -11.43313  0.06
H: 2.18506 2.73704 -9.90333  0.13
H: 2.16945 1.43542 -11.10911  0.13
H: 4.21077 1.91179 -8.87514  0.08
H: 3.56540 0.36396 -9.44256  0.12
C: -1.13862 -2.04728 2.76025  -0.09
C: 0.02452 -2.12699 3.72692  -0.09
O: -0.43515 -1.31932 4.82579  0.05
C: -1.78653 -1.29966 4.78801  -0.59
O: -2.47625 -0.84679 5.64930  0.14
O: -2.24983 -1.84303 3.64891  0.07
H: -1.27663 -2.95396 2.17851  0.14
H: -1.07121 -1.19373 2.08323  0.12
H: 0.20290 -3.13672 4.08638  0.10
H: 0.94661 -1.72436 3.31563  0.14
C: 1.94707 -6.28712 6.79614  -0.12
C: 1.13231 -5.01231 6.85285  -0.10
O: 0.95173 -4.70890 5.46257  0.03
C: 1.07585 -5.86092 4.75703  -0.57
O: 0.81476 -5.96819 3.60358  0.17
O: 1.53341 -6.85714 5.54532  0.07
H: 1.73465 -6.96934 7.61369  0.13
H: 3.01571 -6.09677 6.76078  0.11
H: 0.15186 -5.15627 7.30984  0.13
H: 1.64501 -4.19855 7.35790  0.14
C: 5.14774 -9.12877 6.92665  -0.10
C: 6.34123 -9.16611 7.86007  -0.11
O: 6.44301 -7.80068 8.27874  0.07
C: 5.23092 -7.22143 8.13538  -0.57
O: 4.93590 -6.14622 8.54456  0.17
O: 4.38724 -8.03627 7.45582  0.04
H: 4.55956 -10.04203 6.93970  0.13
H: 5.42597 -8.89601 5.89798  0.14
H: 6.16599 -9.78959 8.73829  0.13
H: 7.25945 -9.48299 7.37361  0.13

=====

Q: Number 3 is which compound?
A: C30H47INO19